C5H7CuO4 as an isolated structure in a non-equilibrium geometry. Source: the Open Molecules 2025 dataset; level of theory: wB97M-V/def2-TZVPD.

Element x y z (Å)
O 1.465 -0.383 -2.161
C 1.188 0.757 -1.824
C 2.187 1.829 -1.617
H 0.131 1.022 -1.618
H 1.960 2.651 -2.315
H 2.045 2.239 -0.605
H 3.212 1.470 -1.754
O -1.276 -2.332 -0.587
Cu 0.324 -2.409 -2.294
H -0.292 0.629 2.126
O -0.361 -1.136 1.066
O -2.644 -1.067 1.011
C -0.796 -0.346 2.185
C -2.281 -0.250 1.997
C -1.355 -1.737 0.459
H -0.519 -0.860 3.118
H -2.988 -0.077 2.811

Atoms 1-2, force components in eV/Å:
O -0.350 -0.655 -0.094
C -0.275 -0.234 0.225

Results
Energy relative to the best compared isomer or geometry (same formula, charge and spin) in kJ/mol: 0.0
Kohn-Sham gap (alpha / beta) in eV: 6.25 / 9.55
Total charge: +1
2S+1: 2


C56H140As2F12N12O22 as an isolated structure in a non-equilibrium geometry. Source: the Open Molecules 2025 dataset; level of theory: wB97M-V/def2-TZVPD.

Element x y z (Å)
C 0.603 -4.401 6.978
C -0.910 -4.762 7.186
N -1.905 -3.549 7.284
C -3.162 -4.122 7.772
C -1.317 -2.545 8.318
C -2.287 -1.539 8.874
C -1.929 -2.812 5.882
C -2.791 -3.465 4.836
O -2.314 -4.801 4.576
C -3.149 -5.521 3.674
H 1.120 -5.353 6.863
H 0.994 -3.957 7.943
H 0.721 -3.810 6.113
H -1.103 -5.342 8.067
H -1.324 -5.286 6.322
H -4.022 -3.427 7.661
H -3.100 -4.286 8.838
H -3.298 -5.075 7.324
H -0.617 -2.031 7.699
H -0.999 -3.079 9.211
H -2.931 -1.044 8.133
H -1.714 -0.742 9.268
H -2.949 -2.004 9.583
H -0.828 -2.673 5.601
H -2.350 -1.830 5.978
H -2.759 -2.950 3.856
H -3.816 -3.455 5.225
H -4.199 -5.528 3.997
H -2.755 -6.509 3.595
H -3.186 -5.115 2.649
C -3.356 -2.030 -6.317
C -4.834 -1.772 -6.224
N -5.378 -1.084 -4.998
C -6.894 -1.133 -4.969
C -4.913 -1.798 -3.743
C -5.193 -3.284 -3.735
C -4.901 0.372 -5.034
C -5.084 1.146 -3.722
O -6.413 0.965 -3.269
C -6.752 1.400 -1.947
H -2.736 -1.183 -6.006
H -3.034 -2.247 -7.346
H -3.043 -2.869 -5.707
H -5.424 -2.732 -6.405
H -5.181 -1.085 -7.072
H -7.215 -2.160 -5.033
H -7.413 -0.506 -5.628
H -7.163 -0.711 -4.015
H -5.372 -1.378 -2.882
H -3.869 -1.761 -3.677
H -4.717 -3.701 -2.793
H -4.710 -3.759 -4.584
H -6.275 -3.416 -3.632
H -5.383 0.755 -5.980
H -3.841 0.338 -5.175
H -4.856 2.195 -3.909
H -4.497 0.770 -2.893
H -6.086 0.832 -1.246
H -7.783 1.143 -1.704
H -6.591 2.483 -1.709
C 1.425 -5.906 -6.316
C 2.739 -5.768 -5.643
N 2.574 -5.504 -4.090
C 1.549 -4.460 -3.935
C 2.048 -6.739 -3.431
C 1.804 -6.684 -1.939
C 3.869 -5.043 -3.570
C 4.880 -6.094 -3.205
O 5.558 -6.645 -4.300
C 6.535 -7.603 -3.815
H 1.469 -6.442 -7.269
H 0.940 -4.949 -6.470
H 0.827 -6.468 -5.615
H 3.295 -4.925 -6.063
H 3.463 -6.635 -5.606
H 1.842 -3.463 -4.304
H 1.275 -4.359 -2.869
H 0.617 -4.646 -4.427
H 2.703 -7.527 -3.768
H 0.996 -6.931 -3.800
H 0.807 -6.373 -1.846
H 2.526 -6.061 -1.340
H 1.831 -7.747 -1.668
H 3.602 -4.546 -2.633
H 4.219 -4.334 -4.302
H 4.368 -6.806 -2.600
H 5.525 -5.592 -2.500
H 7.276 -7.142 -3.201
H 6.962 -8.143 -4.650
H 5.968 -8.275 -3.194
C -0.554 3.888 4.798
C 0.730 4.092 5.596
N 1.990 3.755 4.861
C 2.282 4.754 3.742
C 2.996 3.873 6.090
C 2.842 5.075 6.966
C 1.950 2.319 4.335
C 3.337 1.697 4.280
O 4.311 2.519 3.588
C 5.714 2.491 4.024
H -1.391 4.037 5.475
H -0.674 2.902 4.451
H -0.710 4.517 3.846
H 0.697 3.427 6.548
H 0.747 5.117 5.910
H 3.303 4.587 3.389
H 2.196 5.804 4.111
H 1.541 4.477 2.995
H 4.027 3.967 5.663
H 2.964 2.938 6.564
H 2.811 6.024 6.331
H 3.731 5.138 7.532
H 1.955 5.089 7.600
H 1.367 2.365 3.441
H 1.422 1.671 5.076
H 3.293 0.762 3.612
H 3.655 1.407 5.299
H 6.135 3.277 3.421
H 6.250 1.607 3.954
H 5.755 2.796 5.076
C 4.394 -0.028 0.638
C 4.886 0.602 -0.619
N 4.121 1.824 -1.108
C 3.633 2.518 0.116
C 4.993 2.785 -1.880
C 4.390 4.077 -2.432
C 2.889 1.438 -1.893
C 3.217 0.750 -3.211
O 3.674 1.737 -4.143
C 2.547 2.307 -4.825
H 3.393 -0.359 0.577
H 4.558 0.433 1.583
H 4.967 -0.930 0.710
H 4.861 -0.107 -1.440
H 5.911 0.942 -0.548
H 3.045 3.399 -0.175
H 4.511 2.736 0.699
H 2.964 1.833 0.671
H 5.395 2.202 -2.737
H 5.737 3.034 -1.172
H 3.968 4.814 -1.749
H 3.628 3.822 -3.140
H 5.284 4.588 -2.857
H 2.402 2.370 -2.138
H 2.244 0.868 -1.282
H 2.270 0.359 -3.598
H 3.983 -0.017 -3.086
H 2.203 1.666 -5.563
H 2.895 3.178 -5.343
H 1.742 2.664 -4.153
C -2.123 7.570 -2.968
C -1.487 6.371 -2.352
N -0.237 6.488 -1.542
C 0.144 5.053 -1.160
C 0.923 7.107 -2.273
C 1.103 6.477 -3.682
C -0.478 7.385 -0.326
C -1.102 6.707 0.892
O -2.398 6.241 0.530
C -3.063 5.623 1.542
H -2.607 8.189 -2.237
H -2.860 7.171 -3.697
H -1.450 8.235 -3.621
H -1.392 5.593 -3.143
H -2.234 5.800 -1.811
H 0.963 5.167 -0.405
H 0.379 4.507 -2.049
H -0.678 4.676 -0.566
H 1.844 6.911 -1.719
H 0.710 8.255 -2.273
H 1.757 7.165 -4.224
H 0.136 6.355 -4.139
H 1.630 5.566 -3.579
H -1.030 8.296 -0.636
H 0.458 7.788 0.069
H -1.157 7.385 1.728
H -0.519 5.852 1.250
H -4.003 5.337 1.176
H -3.235 6.298 2.324
H -2.526 4.730 1.939
C -0.532 -0.975 2.974
C -0.970 -0.834 1.489
N -0.233 -1.822 0.638
C 1.256 -1.898 1.008
C -0.838 -3.169 0.846
C -0.362 -4.169 -0.162
C -0.371 -1.329 -0.778
C -1.821 -1.193 -1.121
O -2.416 0.101 -1.212
C -1.588 0.873 -2.149
H 0.555 -0.571 3.003
H -0.667 -1.958 3.372
H -1.143 -0.320 3.575
H -0.772 0.178 1.070
H -1.988 -1.014 1.330
H 1.800 -2.568 0.338
H 1.290 -2.221 2.015
H 1.690 -0.892 1.043
H -1.927 -3.132 0.823
H -0.594 -3.578 1.805
H 0.121 -3.695 -1.035
H -1.231 -4.706 -0.549
H 0.428 -4.896 0.168
H 0.124 -2.044 -1.416
H 0.199 -0.369 -0.772
H -2.412 -1.633 -0.348
H -2.042 -1.842 -2.002
H -2.190 1.812 -2.513
H -1.432 0.325 -3.050
H -0.654 1.208 -1.694
N 0.093 0.554 6.894
O 0.314 -0.660 6.481
O -1.108 0.984 6.902
O 0.969 1.251 7.465
N 4.030 -3.128 -0.893
O 3.348 -3.754 -0.004
O 5.228 -3.165 -1.000
O 3.323 -2.315 -1.605
N 0.742 2.259 1.210
O 0.790 2.410 -0.055
O 0.246 3.080 1.997
O 1.337 1.215 1.754
N 3.368 6.665 1.345
O 2.797 6.079 0.387
O 2.758 7.514 2.066
O 4.566 6.348 1.629
N -1.747 -4.567 -3.636
O -2.576 -3.828 -2.985
O -1.627 -4.358 -4.888
O -1.062 -5.465 -3.050
As -5.207 -2.841 0.710
F -6.703 -1.947 1.148
F -6.082 -3.454 -0.721
F -3.745 -3.706 0.217
F -4.370 -2.232 2.080
F -5.535 -4.271 1.623
F -4.662 -1.360 -0.139
As -1.706 3.135 -5.513
F -1.838 1.363 -5.336
F -2.538 3.077 -7.144
F -1.513 4.831 -5.752
F -0.942 3.189 -3.901
F -0.118 2.891 -6.301
F -3.265 3.390 -4.787

Atoms 1-2, force components in eV/Å:
C -1.504 -0.876 2.761
C 0.126 1.087 -1.224

Results
Energy relative to the best compared isomer or geometry (same formula, charge and spin) in kJ/mol: 0.0
Kohn-Sham gap in eV: 8.41


C15H12AsF30NaO3 as an isolated structure in a non-equilibrium geometry. Source: the Open Molecules 2025 dataset; level of theory: wB97M-V/def2-TZVPD.

Element x y z (Å)
Na 14.033 27.831 -6.807
As 17.266 28.084 -8.219
F 17.631 29.173 -6.867
F 15.652 28.900 -8.262
F 16.808 27.061 -9.594
F 18.856 27.394 -8.198
F 16.589 26.912 -7.058
F 17.849 29.283 -9.339
C 15.927 29.033 -1.945
C 14.959 28.661 -3.042
C 14.470 27.210 -3.080
F 13.651 27.023 -4.136
F 15.458 26.288 -3.021
F 13.921 29.529 -3.027
F 15.553 28.829 -4.268
O 15.285 28.809 -0.695
C 15.991 28.393 0.435
C 14.997 28.554 1.579
F 15.476 28.197 2.774
F 14.231 29.669 1.582
F 16.392 27.140 0.171
F 17.105 29.167 0.478
H 16.051 30.107 -2.102
H 16.929 28.634 -2.098
H 13.968 27.006 -2.127
H 14.232 27.836 1.258
C 8.614 24.826 -7.097
C 8.941 24.233 -8.477
C 9.530 25.338 -9.416
F 9.712 24.911 -10.684
F 8.688 26.400 -9.403
F 9.937 23.321 -8.270
F 7.904 23.589 -9.007
O 9.671 25.695 -6.710
C 9.857 25.904 -5.325
C 10.524 27.281 -5.333
F 10.878 27.861 -4.171
F 11.589 27.320 -6.180
F 8.738 25.903 -4.616
F 10.682 24.939 -4.899
H 8.639 23.935 -6.463
H 7.638 25.296 -6.985
H 10.531 25.664 -9.118
H 9.772 27.968 -5.738
C 9.521 31.541 -9.468
C 10.244 30.693 -8.430
C 11.770 30.929 -8.323
F 12.340 30.190 -7.337
F 12.421 30.645 -9.477
F 9.695 31.173 -7.265
F 9.966 29.378 -8.495
O 9.550 32.910 -9.149
C 8.758 33.727 -9.965
C 9.137 35.174 -9.738
F 8.810 35.651 -8.511
F 10.434 35.397 -10.018
F 8.924 33.436 -11.260
F 7.485 33.460 -9.614
H 8.496 31.178 -9.549
H 10.059 31.354 -10.404
H 11.990 31.986 -8.160
H 8.574 35.846 -10.409

Atoms 1-2, force components in eV/Å:
Na 0.645 0.213 -0.113
As 0.824 1.043 -0.796

Results
Energy relative to the best compared isomer or geometry (same formula, charge and spin) in kJ/mol: 40.2
Kohn-Sham gap in eV: 11.72


C6H9N2O2 as an isolated structure in a non-equilibrium geometry. Source: the Open Molecules 2025 dataset; level of theory: wB97M-V/def2-TZVPD.

Element x y z (Å)
C 1.923 0.452 -1.465
C 0.792 0.625 -2.408
O 0.871 0.181 -3.502
O -0.349 1.251 -2.097
H 1.689 0.813 -0.490
H 2.918 0.771 -1.666
H 2.001 -0.722 -1.362
C -0.167 -2.236 2.750
C -1.377 0.926 1.476
C 0.015 -0.611 0.772
C -0.362 -0.912 2.101
N -0.644 0.572 0.353
N -1.280 0.065 2.476
H -0.490 1.228 -0.870
H -2.229 1.596 1.439
H 0.604 -1.258 0.175
H 0.066 -2.206 3.772
H 0.760 -2.694 2.210
H -0.964 -2.892 2.440

Atoms 1-2, force components in eV/Å:
C -0.283 -3.165 1.773
C -1.691 1.614 -0.379

Results
Energy relative to the best compared isomer or geometry (same formula, charge and spin) in kJ/mol: 162.0
Kohn-Sham gap (alpha / beta) in eV: 9.33 / 5.32
2S+1: 2


An isolated ion of composition C4H8NO2S and charge -1 in a non-equilibrium geometry. Source: the Open Molecules 2025 dataset; level of theory: wB97M-V/def2-TZVPD.

Element x y z (Å)
O 1.739 2.929 -0.332
C 0.973 2.007 -0.489
N 1.117 0.805 0.197
C 0.167 -0.296 -0.140
C -1.279 0.163 0.200
O -2.181 0.085 -0.907
C 0.525 -1.522 0.635
S -0.634 -2.903 0.386
H 0.071 1.990 -1.133
H 2.054 0.477 0.374
H 0.256 -0.430 -1.234
H -1.259 1.177 0.593
H -1.650 -0.547 0.947
H -1.963 -0.792 -1.264
H 0.516 -1.284 1.715
H 1.549 -1.859 0.451

Atoms 1-2, force components in eV/Å:
O 0.030 0.637 -0.597
C 0.539 -1.713 1.360

Results
Energy relative to the best compared isomer or geometry (same formula, charge and spin) in kJ/mol: 88.1
SMILES: O=CN[C@H](CO)C[S-]
Kohn-Sham gap in eV: 6.60
Total charge: -1


> The highest energy relative to the best compared isomer or geometry (same formula, charge and spin) belongs to which entry?

C6H9N2O2


> Which of these has the highest energy relative to the best compared isomer or geometry (same formula, charge and spin)?

C6H9N2O2


> What is the energy relative to the best compared isomer or geometry (same formula, charge and spin) in the fifth record?

88.1 kJ/mol